(1)
49
Properties=species:S:1:pos:R:3:forces:R:3:mulliken_charge:R:1 method="wB97M-V/def2-TZVPD" charge=+1 e_lumo_ev="-3.40 / -3.39" total_energy_ha=-3461.4618 gap_ev="7.692 / 7.712" multiplicity=6 e_above_lowest_kcal_mol=19.6
Dy -1.2635 0.3703 0.7935 1.3 -1.4 -1.3 -0.3138
O 0.5405 -1.1013 4.4768 0.0 -0.2 0.5 -0.4827
C 0.1943 -0.1690 3.6343 0.1 0.3 -0.6 0.6452
O 0.2778 -0.3044 2.4200 0.2 -0.1 0.3 -0.4252
C -0.2364 1.1405 4.2835 0.0 0.0 0.1 -0.5213
O -0.8886 1.9939 3.3666 0.0 -0.2 0.2 -0.3136
C -2.3261 2.0215 3.4430 -0.1 0.1 -0.1 -0.6162
C -2.7406 0.9596 2.4215 -1.9 0.9 2.5 1.2545
O -2.3540 -0.2163 2.6400 -0.4 -0.3 0.8 -0.5308
O -3.1045 1.3189 1.2785 -1.5 1.0 0.2 -0.5291
H 0.8044 -1.9359 4.0434 -0.1 0.4 -0.1 0.3992
H 0.6810 1.6583 4.6081 -0.2 -0.2 0.0 0.3401
H -0.8516 0.9266 5.1647 0.1 0.0 -0.1 0.3687
H -2.6329 3.0191 3.1133 0.0 -0.3 0.1 0.3167
H -2.6798 1.8136 4.4556 0.0 0.0 -0.1 0.4001
Cl 5.6989 2.2686 0.2926 0.3 0.1 0.1 -0.1976
C 4.0842 1.6784 0.2689 -0.3 0.1 0.0 0.2497
C 3.8835 0.2852 0.2654 -0.2 0.3 -0.1 -0.5859
C 2.6115 -0.2002 0.1298 -0.4 0.2 0.0 0.3756
Cl 2.2325 -1.8735 0.1956 0.4 -0.5 0.0 -0.1914
C 1.4816 0.6495 -0.0460 1.4 0.6 -0.2 0.0473
O 0.3544 0.1547 -0.4113 1.5 -0.3 -1.3 0.0927
C 1.7038 2.0471 0.1783 0.0 -0.9 -0.1 1.0736
C 0.5808 2.9028 0.3754 0.1 0.3 0.0 -0.3259
O -0.5924 2.5205 0.5157 0.4 0.7 -0.1 -0.3370
C 3.0206 2.5454 0.2810 -0.1 -0.3 0.0 -1.1640
H 4.7357 -0.3705 0.3607 0.0 -0.1 0.0 0.4807
H 0.8013 3.9791 0.4527 -0.2 -0.1 0.0 0.3884
H 3.1649 3.6111 0.3778 0.1 0.1 0.0 0.4344
C 1.4204 -3.1078 -3.0844 -0.2 -0.2 -0.1 -0.7842
C -0.0131 -3.6320 -3.0827 0.4 0.1 -0.2 -0.7695
N -0.7621 -3.1804 -1.9252 0.2 -0.1 0.2 -0.0970
C -1.4411 -2.0445 -1.8123 -0.3 -0.1 0.0 0.5911
S -2.3481 -1.8014 -0.3774 -0.4 -0.3 -0.1 -0.4713
N -1.4947 -1.1934 -2.8354 0.3 -0.5 -0.1 -0.0697
C -2.4544 -0.1211 -2.9864 -0.2 0.6 0.1 -0.9900
C -1.8996 1.2283 -2.5286 -0.2 -0.3 0.2 -0.5707
H 1.9446 -3.4710 -3.9626 0.1 0.0 -0.1 0.3995
H 1.9515 -3.4498 -2.2003 0.0 0.0 0.0 0.2212
H 1.4430 -2.0211 -3.0933 0.0 0.1 0.0 0.2083
H -0.0112 -4.7238 -3.0649 -0.1 0.1 0.0 0.3952
H -0.5349 -3.3196 -3.9926 -0.1 -0.2 0.1 0.3387
H -0.7045 -3.7351 -1.0821 -0.1 0.2 -0.1 0.2592
H -0.8923 -1.3594 -3.6270 0.0 -0.1 0.1 0.2132
H -3.3573 -0.3800 -2.4269 0.1 0.0 -0.1 0.5100
H -2.7172 -0.0650 -4.0443 0.0 -0.1 0.1 0.4138
H -1.9510 1.3205 -1.4236 0.0 0.2 -0.7 0.1168
H -2.4924 2.0295 -2.9670 0.0 0.1 0.2 0.5024
H -0.8671 1.3354 -2.8624 0.0 0.1 0.2 0.2502


(2)
48
Properties=species:S:1:pos:R:3:forces:R:3:mulliken_charge:R:1 method="wB97M-V/def2-TZVPD" charge=+2 e_lumo_ev=-6.02 total_energy_ha=-3481.8491 gap_ev=7.626 e_above_lowest_kcal_mol=0.0
In -0.0684 -0.3638 -0.1380 0.0 -0.5 0.1 1.9902
N -0.1526 -2.6563 0.1729 0.0 0.0 0.0 -0.5086
C -0.6639 -3.0554 1.5064 0.0 0.0 0.0 -0.6253
C -0.2492 -2.0272 2.5490 0.0 0.1 0.0 -0.7724
N -0.5730 -0.6462 2.1355 0.0 0.0 0.0 -0.2490
C -1.9340 -0.1661 2.4320 0.0 0.0 0.0 -0.6356
C -2.9118 -0.5191 1.3221 0.0 0.0 -0.1 -0.6585
N -2.3752 -0.0989 -0.0048 -0.1 0.1 0.0 -0.4478
H 0.8243 -2.9253 0.0677 0.0 0.0 0.0 0.2988
H -0.6478 -3.1562 -0.5605 0.0 0.0 0.0 0.2644
H -1.7456 -3.1483 1.4390 0.0 0.0 0.0 0.2589
H -0.2813 -4.0348 1.7933 0.0 0.0 0.0 0.4567
H -0.7083 -2.2661 3.5108 0.0 0.0 0.0 0.4346
H 0.8331 -2.0676 2.6907 0.0 0.0 0.0 0.3839
H 0.1035 -0.0263 2.5708 0.0 0.0 0.0 0.1397
H -2.3002 -0.5628 3.3817 0.0 0.0 0.0 0.4146
H -1.8788 0.9201 2.5368 0.0 0.0 0.0 0.3525
H -3.1002 -1.5891 1.2754 0.0 0.0 0.0 0.2302
H -3.8696 -0.0351 1.5116 0.0 0.0 0.0 0.5086
H -2.9074 -0.5739 -0.7280 0.0 0.0 0.0 0.2647
H -2.5566 0.8948 -0.1425 0.0 0.0 0.0 0.2984
O 2.1055 -1.2701 -0.8023 0.0 0.0 0.0 -0.4708
C 2.4333 -0.8570 -2.1290 0.0 0.0 0.0 -0.5733
C 1.1875 -0.8289 -2.9741 0.0 0.0 0.0 0.7857
C 1.2839 -0.9694 -4.3493 0.0 0.0 0.0 -1.0447
C 0.1495 -0.8502 -5.1298 0.0 0.0 0.0 -0.3047
C -1.0679 -0.5971 -4.5096 0.0 0.0 0.0 -0.9016
C -1.0906 -0.4856 -3.1396 0.0 0.0 0.0 0.0137
N 0.0081 -0.6053 -2.3700 0.1 0.1 -0.2 -0.0473
H 2.6345 -0.7498 -0.1751 0.0 0.0 0.0 0.2702
H 3.1653 -1.5378 -2.5632 0.0 0.0 0.0 0.4715
H 2.8674 0.1468 -2.1071 0.0 0.0 0.0 0.3132
H 2.2494 -1.1657 -4.7960 0.0 0.0 0.0 0.4872
H 0.2101 -0.9519 -6.2050 0.0 0.0 0.0 0.4548
H -1.9814 -0.4887 -5.0758 0.0 0.0 0.0 0.4689
H -2.0229 -0.2802 -2.6329 0.0 0.0 0.0 0.2764
Cl 1.0395 6.2156 2.6439 0.0 0.0 0.0 -0.1385
C 1.1558 4.6061 2.0850 0.0 0.0 0.0 0.5161
C 0.4188 4.1987 0.9764 0.0 0.0 0.0 -0.3350
Cl -0.6151 5.2831 0.1509 0.0 0.0 0.0 -0.1539
C 0.5406 2.8839 0.5437 -0.1 -0.1 -0.2 1.0853
Cl -0.3518 2.3328 -0.8690 0.1 0.2 0.1 -0.1941
C 1.3645 1.9465 1.1603 -0.1 0.0 0.1 -1.0130
O 1.4743 0.6934 0.7253 0.1 0.1 -0.2 -0.7795
C 2.0782 2.3714 2.2858 0.0 0.0 0.0 0.6699
Cl 3.0581 1.2088 3.0909 0.0 0.0 0.0 -0.1489
C 1.9852 3.6842 2.7386 0.0 0.0 0.0 0.0252
Cl 2.8828 4.1701 4.1053 0.0 0.0 0.0 -0.1323


(3)
54
Properties=species:S:1:pos:R:3:forces:R:3:mulliken_charge:R:1 method="wB97M-V/def2-TZVPD" e_lumo_ev="-1.12 / -0.86" total_energy_ha=-6247.7609 gap_ev="7.389 / 7.699" multiplicity=2 e_above_lowest_kcal_mol=0.0
O -1.7322 -2.7457 -0.1414 0.7 1.4 -1.9 -0.4282
V -0.7164 -1.8707 -0.9993 1.2 -3.3 3.7 0.9697
C 2.7092 -2.8597 -0.4424 1.5 -0.4 0.0 -1.1293
C 1.6643 -3.9565 -0.6028 -0.6 1.0 0.5 0.7093
C 1.1557 -4.3417 0.7877 0.0 -0.7 -0.1 -1.2137
O 0.6057 -3.5349 -1.4230 -1.6 2.5 0.0 -0.7067
H 3.2140 -2.6176 -1.3830 -0.5 0.2 -0.2 0.2624
H 3.5493 -3.2294 0.1608 -0.1 -0.2 0.1 0.5014
H 2.3989 -1.9551 0.0820 -0.5 -0.1 -0.2 0.0095
H 2.1242 -4.8266 -1.0829 0.1 0.0 0.0 0.2970
H 1.9898 -4.4529 1.4841 0.0 0.1 0.1 0.3827
H 0.6502 -5.3102 0.7632 -0.1 0.1 -0.1 0.3091
H 0.4439 -3.6070 1.1620 0.1 0.1 0.1 0.1761
N 0.3906 -0.1692 1.7376 0.2 1.4 -0.1 0.3800
O 0.2068 -0.9586 0.7608 0.0 -1.0 -0.8 0.0304
O 0.0296 -0.4720 2.8728 0.0 -0.2 -0.5 -0.6739
O 0.9430 0.9236 1.4902 -0.3 -0.8 0.2 -0.2898
N -1.9855 -0.0686 -0.7025 -0.5 0.4 0.0 0.4733
C -1.4152 1.1382 -0.6403 0.7 0.3 -0.5 0.3962
C -2.1083 2.3314 -0.5454 -0.7 -0.4 0.5 -0.7738
C -3.4818 2.2461 -0.3951 0.2 0.0 0.2 -0.2306
C -4.1034 0.9970 -0.4167 -0.2 0.9 -0.1 -0.8151
C -3.3333 -0.1271 -0.5402 0.9 -0.7 -0.5 -0.5459
H -0.3345 1.1909 -0.6638 0.0 -0.3 -0.1 -0.0721
H -1.5986 3.2811 -0.4980 0.2 -0.1 0.0 0.4098
H -4.0504 3.1383 -0.1665 -0.1 0.0 -0.3 0.4046
H -5.1833 0.9901 -0.3826 0.0 -0.5 0.3 0.4241
H -3.7098 -1.1397 -0.5155 -0.3 0.1 -0.1 0.5736
N 0.5828 -0.6609 -2.4621 1.2 1.6 -1.5 0.5164
C 1.7416 -0.0451 -2.1576 0.2 0.0 1.5 0.1366
C 2.4964 0.7856 -2.9767 -0.4 -0.6 -0.4 -1.2265
C 2.0032 1.0970 -4.2262 0.0 -0.7 -0.6 -0.1890
C 0.7854 0.5281 -4.6106 1.0 0.1 0.8 -0.8177
C 0.2031 -0.3528 -3.7245 -2.2 -0.3 0.0 -0.2931
H 2.0968 -0.1088 -1.1336 -0.2 -0.5 0.0 0.3707
H 3.4460 1.1255 -2.5939 -0.1 0.2 -0.1 0.4873
H 2.5607 1.6433 -4.9767 0.1 0.4 0.3 0.4351
H 0.3581 0.7887 -5.5659 -0.2 -0.3 0.0 0.4605
H -0.7666 -0.7641 -3.9977 0.1 -0.2 -0.2 0.3342
C -3.2051 -0.8749 3.9257 0.0 -0.3 -0.3 0.2889
Cl -3.9027 -1.7519 2.5295 0.1 0.2 0.4 -0.1339
Cl -4.0534 -1.2939 5.4228 0.2 0.0 -0.3 -0.1423
Cl -3.2297 0.8575 3.6634 -0.1 0.3 -0.1 -0.1172
H -2.1578 -1.1532 3.9709 -0.1 -0.2 0.2 0.1022
C 2.2948 3.5683 -0.1504 -0.1 -0.5 0.4 0.8920
Cl 1.2189 3.2738 -1.5331 0.2 0.2 0.0 -0.1176
Cl 2.9787 5.1806 -0.2058 0.1 -0.1 -0.1 -0.1305
Cl 3.5453 2.3063 0.0466 -0.2 0.4 -0.3 -0.1388
H 1.6639 3.4726 0.7205 0.0 0.1 0.2 -0.5187
C 0.2061 2.7600 4.0671 0.0 -0.1 -0.9 0.6656
Cl -0.9362 3.3327 5.2360 -0.2 0.2 0.8 -0.1285
Cl 1.8970 2.9043 4.5675 -0.5 0.1 -0.1 -0.1371
Cl -0.1303 3.6716 2.5332 0.3 -0.2 0.4 -0.1619
H -0.0195 1.7163 3.8720 0.3 0.0 -0.2 -0.2666


(4)
43
Properties=species:S:1:pos:R:3:forces:R:3:mulliken_charge:R:1 method="wB97M-V/def2-TZVPD" charge=+1 e_lumo_ev="-4.88 / -4.89" total_energy_ha=-3505.5253 gap_ev="6.337 / 6.322" multiplicity=5 e_above_lowest_kcal_mol=13.3
Co -0.1201 0.2753 -0.1878 -0.4 -0.6 -0.2 0.4751
C -4.0418 1.6299 -0.1695 0.0 0.0 0.0 -1.3362
C -3.4672 1.3761 1.2239 0.0 -0.1 0.1 0.8401
C -3.0592 2.6924 1.8717 0.0 0.1 0.0 -1.5497
C -2.3661 0.3296 1.2449 0.0 0.0 -0.1 1.0708
C -2.5277 -0.9008 0.5840 0.0 0.1 0.0 -0.3965
C -1.5892 -1.9156 0.6921 0.1 0.0 0.0 -0.5450
C -0.4299 -1.7703 1.4690 0.0 0.0 0.0 0.5047
C 0.5375 -2.9003 1.6543 0.0 0.0 0.0 -1.6908
C -0.2356 -0.5388 2.0904 0.0 0.1 0.0 -0.6503
C -1.1847 0.4928 1.9754 0.1 0.0 0.1 -1.7539
H -4.9088 2.2848 -0.0881 0.0 0.0 0.0 0.4188
H -4.3729 0.7201 -0.6680 0.0 0.0 0.0 0.3789
H -3.3075 2.1197 -0.8092 0.0 0.0 0.0 0.2987
H -4.2664 0.9341 1.8331 0.0 0.0 0.0 0.2553
H -2.2279 3.1553 1.3308 0.0 0.0 0.0 0.2826
H -2.7760 2.5847 2.9186 0.0 0.0 0.0 0.4023
H -3.8918 3.3932 1.8347 0.0 0.0 0.0 0.4278
H -3.4114 -1.0703 -0.0154 0.0 0.0 0.0 0.3411
H -1.7699 -2.8533 0.1803 0.0 0.0 0.0 0.5381
H 0.1969 -3.5481 2.4638 0.0 0.0 0.0 0.4015
H 1.5298 -2.5343 1.9133 0.0 0.0 0.0 0.3937
H 0.6177 -3.5150 0.7593 0.0 0.0 0.0 0.3531
H 0.6504 -0.3755 2.6923 0.0 0.0 0.0 0.4425
H -1.0067 1.4147 2.5120 0.0 0.0 0.0 0.7900
N 5.3017 -2.6808 -3.7313 0.1 -0.1 -0.1 -0.2747
C 4.0988 -3.2260 -3.4988 -0.1 0.5 0.3 0.1660
S 3.6446 -4.6713 -4.0981 0.0 -0.2 -0.1 -0.3528
C 3.1792 -2.3998 -2.6199 0.1 -0.2 -0.2 1.2420
C 3.5580 -1.2133 -2.0033 0.0 0.0 0.0 -0.6857
C 2.6493 -0.5317 -1.2146 0.0 -0.1 0.1 -0.1946
N 1.4020 -0.9614 -1.0082 0.0 0.3 0.0 0.3468
C 1.0318 -2.0976 -1.6122 0.0 0.0 -0.1 -0.5492
C 1.8776 -2.8401 -2.4052 0.0 0.1 0.0 -0.6173
H 5.9446 -3.1944 -4.3119 0.0 0.0 0.0 0.2119
H 5.5870 -1.7791 -3.3970 0.0 0.0 0.0 0.1343
H 4.5448 -0.7838 -2.0975 0.0 0.0 0.0 0.2920
H 2.9347 0.3892 -0.7254 0.0 0.0 0.0 -0.3656
H 0.0061 -2.4071 -1.4630 0.0 0.0 0.0 0.5863
H 1.5428 -3.7539 -2.8737 0.0 0.0 0.0 0.4128
S -1.0091 1.1041 -1.9363 0.1 0.1 0.1 -0.2632
I 1.2454 2.6050 0.7004 0.0 0.2 0.0 0.2755
I 3.8260 3.0363 0.3023 0.1 0.0 0.0 -0.0572


(5)
46
Properties=species:S:1:pos:R:3:forces:R:3:mulliken_charge:R:1 method="wB97M-V/def2-TZVPD" charge=-1 e_lumo_ev=2.55 total_energy_ha=-1770.7746 gap_ev=3.855 e_above_lowest_kcal_mol=64.7
C -1.7590 3.9517 -1.1229 -0.2 -0.8 0.5 -0.6502
O -2.2367 2.7193 -0.5108 0.4 1.8 -1.0 -0.4781
C -1.2515 1.9432 0.0851 -0.1 0.5 0.2 2.6314
C -1.0132 2.3284 1.5194 0.5 -0.7 2.7 -0.0773
O -0.5090 1.5951 2.3552 -0.8 0.9 -1.4 -0.5463
O -1.4150 3.5731 1.8016 -0.3 -0.2 0.2 -0.2832
C -1.3641 3.8403 3.2078 0.2 0.2 0.4 -0.7750
C 0.1983 2.0408 -0.4306 2.1 0.5 -0.3 -0.6565
O 1.0000 2.8489 0.0393 -1.8 -0.9 -0.5 -0.6124
O 0.5406 1.1619 -1.3770 -0.4 0.7 0.3 -0.2550
C 1.9107 1.3620 -1.8066 0.1 0.0 0.1 -0.8374
H -2.6692 4.4242 -1.5493 0.8 -0.2 0.3 0.2751
H -1.2741 4.5593 -0.3267 -0.3 -0.1 -0.9 0.2702
H -1.0376 3.6365 -1.9077 -0.4 0.7 0.2 0.2009
H -1.8732 4.7983 3.3578 0.2 -0.3 -0.1 0.2483
H -1.8688 3.0333 3.7604 0.2 0.3 -0.2 0.3141
H -0.3131 3.8949 3.5359 -0.5 0.0 -0.1 0.3035
H 2.0121 0.9905 -2.8331 -0.2 0.0 0.5 0.2247
H 2.0799 2.4407 -1.7159 0.4 -0.4 -0.4 0.4439
H 2.5649 0.8164 -1.1121 -0.2 0.2 -0.3 0.2598
C 0.8679 -4.5459 1.3996 3.4 1.5 -0.3 -1.8180
C 0.4705 -3.0153 0.7797 1.6 -3.2 0.4 1.3773
C 0.8781 -1.8124 1.6926 0.3 0.3 0.0 -1.2024
C 0.9770 -2.6188 -0.6738 -0.1 0.3 0.6 -0.5325
C 0.0849 -2.4350 -1.7446 0.0 -0.5 -0.4 -0.0937
C 0.5557 -2.2321 -3.0568 0.1 0.1 0.0 -0.5595
C 1.9319 -2.1385 -3.3213 0.1 0.0 0.6 -0.3462
C 2.8231 -2.1500 -2.2278 -0.6 0.0 -0.3 -0.7119
C 2.3229 -2.3069 -0.9271 0.6 -0.4 -0.3 0.0310
O -0.6911 -3.5936 0.8464 -6.9 2.9 -1.5 -0.7137
S -1.8177 0.3090 -0.1212 0.5 -2.0 -1.3 -0.1031
C -3.2917 0.2317 0.8708 0.6 -1.1 0.9 0.6568
F -2.8291 -0.2967 2.0601 -1.8 0.5 -0.6 -0.2148
F -3.9722 1.3617 1.1264 0.3 -0.7 0.0 -0.1951
F -4.1215 -0.6669 0.2604 0.5 0.9 1.0 -0.2257
H 1.9507 -4.5549 1.3957 1.6 -1.0 0.5 0.4219
H 0.5070 -4.6335 2.4339 0.1 0.5 -0.4 0.3645
H 0.5010 -5.3987 0.8104 0.1 0.8 -0.1 0.3747
H 1.8019 -2.0629 2.2377 -0.2 0.1 0.0 0.3031
H 1.1072 -0.9029 1.1012 -0.1 -0.3 0.2 0.0544
H 0.1071 -1.5019 2.4081 0.0 -0.5 -0.1 0.3591
H -0.9942 -2.4977 -1.5492 0.5 -0.3 0.0 0.4261
H -0.1407 -2.1679 -3.9130 0.3 0.0 0.7 0.3120
H 2.3156 -2.0452 -4.3445 -0.2 0.0 0.4 0.3710
H 3.8998 -2.0580 -2.4134 -0.4 0.1 0.2 0.3327
H 3.0341 -2.2257 -0.1002 -0.2 -0.3 -0.1 0.3313